DFT (wB97M-V/def2-TZVPD) results for a single CHCl3OS molecule.

Highest occupied orbital energy (spin up / spin down) = -8.91 / -10.89 eV
Total charge = 0
2S+1 = 3
⟨S²⟩ = 2.0091
ΔE to the lowest compared entry with this formula, charge and spin = 0.0 kcal per mole
Frontier orbital gap (spin up / spin down) = 0.3243 / 0.2720 hartree

Geometry as XYZ:
```
7
Properties=species:S:1:pos:R:3:nbo_charge:R:1
O -1.78280 1.31264 1.14249 -0.858
Cl -3.50297 0.50837 -0.89743 -0.138
C -0.60130 -0.43012 -0.41216 -0.454
S -1.67765 0.98759 -0.29936 1.359
Cl -1.51266 3.02954 -1.72723 -0.294
H 0.41199 0.05362 0.02670 0.243
Cl -0.26490 -1.14610 -1.87990 0.143
```



DFT (wB97M-V/def2-TZVPD) results for a molecular structure, C27H21BeClF11O9P.

Highest occupied orbital energy = -8.51 eV
Total charge = 0
2S+1 = 1
Frontier orbital gap = 0.0721 hartree

Geometry as XYZ:
```
71
Properties=species:S:1:pos:R:3:lowdin_charge:R:1
H -3.64968 -6.92286 -1.87554 0.093
C -4.29398 -7.49956 -1.20464 -0.318
C 1.77574 3.04287 8.49581 -0.057
O -0.49235 -4.18560 -1.01233 -0.420
Cl -2.51046 -1.64889 0.24344 0.151
C 1.41430 1.17591 4.67985 -0.278
F -4.67813 -3.27836 -4.15518 0.142
H 1.47123 -2.79758 -0.91695 0.041
C 1.52049 1.84073 6.00453 -0.083
F 4.38134 4.88199 -5.37697 -0.350
H -2.80384 -7.73633 0.34564 0.074
O -3.11364 0.64155 -3.21570 0.171
H -3.86507 -6.32994 0.56032 0.071
F -4.96345 -1.74631 -1.84572 0.166
F 5.10916 0.87159 -3.30372 0.185
H 2.56812 5.06971 -3.04875 0.132
C 2.14559 3.28964 3.55514 -0.082
H -5.64450 -6.10560 -1.06593 0.055
C 1.77804 1.94579 3.46199 -0.077
H 2.72285 5.05065 2.47015 0.122
C 3.62636 2.73702 -3.28831 -0.371
C -2.15743 0.03292 -2.85208 -0.402
C 1.34535 1.72283 8.39840 -0.056
C 2.06724 2.03156 1.07626 -0.067
C 2.23218 3.96043 4.87807 -0.279
O 4.43100 3.50760 -3.70254 0.177
P 0.31307 -3.13460 -1.67680 0.741
F 3.01001 0.42962 -3.30837 0.141
O 2.32841 2.99331 -3.08165 0.000
O -5.63298 -7.02898 -1.33727 -0.085
O 0.29070 0.07837 -0.54853 0.217
C -1.78624 -1.40353 -2.87447 -0.027
O 1.04282 0.02398 4.59431 0.113
H 1.47315 0.27495 2.14651 0.121
H 0.87489 3.67845 -5.20432 0.071
F -5.51008 -3.81864 -1.76322 0.143
H -4.27428 -8.54231 -1.52176 0.111
O 2.54789 5.13007 4.95904 0.107
C -3.82658 -7.37202 0.23279 -0.087
C -2.49893 -2.46359 -3.73528 -0.318
C 1.21826 1.12317 7.15624 0.000
C -4.44579 -2.97454 -1.85339 -0.548
C 1.93336 3.17074 6.10062 -0.084
C -0.35363 -0.16023 -1.47509 -0.447
H 2.48075 4.34339 -5.46541 0.048
C 2.41045 3.37811 1.16867 -0.051
H 0.88788 0.09505 7.08460 0.122
H 2.04939 1.54076 0.11425 0.070
C 1.57296 4.45601 -4.87732 -0.071
H 0.77357 -3.66444 -2.92144 0.038
H 2.65361 3.93724 0.27266 0.104
F -1.56076 -3.38033 -4.13600 0.101
F -2.91314 -1.81366 -4.85282 0.131
H 1.13868 5.43259 -5.09349 0.087
C 2.45003 4.00530 2.40358 0.001
C 1.85883 4.31778 -3.39715 -0.206
C -0.65932 -1.58398 -2.03249 -0.125
O -1.05060 0.71819 -2.32605 0.009
F 3.94905 1.19221 -1.52401 0.159
C 1.74578 1.31990 2.22097 0.007
F -3.32420 -4.62785 -3.06440 0.168
Be -1.96742 2.33135 -2.50315 0.903
H 1.88354 3.50712 9.46823 0.108
H 2.39579 4.79332 7.43063 0.121
C 3.93310 1.30190 -2.85938 -0.534
C 2.06449 3.76611 7.35019 -0.001
F -3.73714 -3.23938 -0.75117 -0.078
H -4.47890 -7.94094 0.89789 0.075
C -3.72433 -3.36100 -3.18465 -0.305
H 0.93422 4.45823 -2.83199 0.102
H 1.11320 1.16100 9.29462 0.108
```



DFT (wB97M-V/def2-TZVPD) results for a single C4H5Cl molecule.

Highest occupied orbital energy = -9.27 eV
Total charge = 0
2S+1 = 1
SMILES string = C=C/C=C/Cl
ΔE to the lowest compared entry with this formula, charge and spin = 12.7 kcal per mole
Frontier orbital gap = 0.3720 hartree

Geometry as XYZ:
```
10
Properties=species:S:1:pos:R:3:nbo_charge:R:1
C -0.70241 -0.28269 0.23659 -0.255
H -1.13103 -1.06780 -0.32087 0.224
H -0.79647 0.93291 3.46152 0.205
C -0.57961 0.19176 2.71214 -0.385
C 0.49843 0.04892 -0.23805 -0.186
Cl 0.83784 -0.14388 -1.92685 -0.013
C -1.17398 0.25691 1.48483 -0.200
H 0.40534 -0.28729 2.76007 0.192
H -2.10565 0.76147 1.44005 0.205
H 1.12994 0.81728 0.24271 0.214
```



DFT (wB97M-V/def2-TZVPD) results for 2 unconnected molecules or ions with the total composition C8H20I2N2.

Highest occupied orbital energy = -15.75 eV
Total charge = +2
2S+1 = 1
ΔE to the lowest compared entry with this formula, charge and spin = 0.0 kcal per mole
Frontier orbital gap = 0.2600 hartree

Geometry as XYZ:
```
32
Properties=species:S:1:pos:R:3:nbo_charge:R:1
C -0.97005 0.12959 -0.59325 -0.386
H -2.53300 2.51492 -2.54454 0.247
C -0.45349 2.58369 -0.93545 -0.392
I -1.53761 0.49114 1.42440 0.221
H 5.01469 -2.14806 -0.83380 0.262
H 5.82278 -1.39226 0.76529 0.254
H 0.14351 2.11496 -0.20822 0.210
H 3.13539 -2.02333 2.68457 0.247
H 3.24900 -2.97116 -0.65711 0.258
N -1.11142 1.27287 -1.56695 -0.239
H -2.99778 1.63531 -0.93279 0.240
N 3.74693 -1.37568 0.77358 -0.406
C 3.90469 -2.08058 -0.58439 -0.435
H -1.58353 -0.72038 -0.95508 0.258
H 4.60748 -2.87593 2.00295 0.273
C -0.45084 0.99423 -2.82226 -0.424
H 5.00581 0.20799 0.34134 0.233
C 5.01847 -0.62853 0.95760 -0.427
C 2.47073 -0.57626 0.60903 0.014
I 2.35036 1.02536 1.92551 0.415
H -0.82157 0.17563 -3.33865 0.238
H -0.02738 -0.27376 -0.60217 0.223
H 0.19319 3.09150 -1.69815 0.245
H 3.58873 -1.39244 -1.47068 0.252
H -1.21827 3.31013 -0.57799 0.261
C -2.51498 1.60509 -1.91901 -0.415
H -0.58864 1.79909 -3.47676 0.240
H 2.89188 -3.27049 1.39132 0.259
H 5.08210 -0.15479 1.95436 0.251
H 0.67196 0.71977 -2.74287 0.231
C 3.53564 -2.46853 1.72215 -0.445
H -2.95028 0.84428 -2.52572 0.237
```



DFT (wB97M-V/def2-TZVPD) results for 2 unconnected molecules or ions with the total composition C18H31F4N2O6S2.

Highest occupied orbital energy = -12.52 eV
Total charge = +1
2S+1 = 1
Frontier orbital gap = 0.2904 hartree

Geometry as XYZ:
```
63
Properties=species:S:1:pos:R:3:nbo_charge:R:1
C 0.88709 1.70951 -1.50785 -0.404
H -1.49835 1.31644 1.51891 0.212
H -2.17562 -4.06642 3.20552 0.228
O 2.01352 2.87232 1.55503 -0.699
H -3.71097 0.75753 -4.43095 0.562
O 1.65826 3.89651 3.81531 -0.903
C 3.05389 -0.51791 0.29947 -0.216
H 5.08550 -1.19278 0.07733 0.213
H 0.16283 -0.08566 3.65036 0.230
C -0.43314 2.55441 2.88028 -0.673
C 0.10364 2.01432 -0.22244 -0.397
H -4.20610 0.37848 -5.94363 0.571
S 1.00604 3.60560 2.58840 2.358
C -0.69359 1.02852 -3.40028 -0.495
C -2.42508 -3.02821 -2.86044 0.294
C 1.90747 1.45138 1.52813 0.631
C -0.55125 1.24569 2.05214 -0.199
C -0.92669 -1.24819 2.19144 -0.059
H -0.14570 0.09286 -3.34690 0.244
H -0.50272 -3.75125 2.81389 0.201
C -0.67423 0.03339 2.96728 -0.425
C 3.11963 0.93709 0.76859 -0.447
C 0.53165 1.10803 0.96342 -0.290
C 0.09153 2.17252 -2.75620 -0.413
F 2.03450 1.00940 2.82534 -0.359
C 3.08042 -1.53031 1.44401 -0.606
H -0.56817 2.99903 -2.49478 0.218
H -0.92688 1.71864 -0.41405 0.196
H 0.11563 3.06903 0.03932 0.242
H -1.36152 -0.99528 1.21296 0.152
H 1.01293 0.63358 -1.60113 0.192
H -1.27624 3.21601 2.72404 0.267
H 0.81826 2.49535 -3.49747 0.235
C -1.88178 -3.86396 1.14431 0.945
O -4.19446 1.06840 -5.25177 -0.781
C -1.52693 -3.46878 2.56957 -0.157
O -1.81473 -2.12642 2.86594 -0.505
H 2.14885 -1.60227 2.00031 0.199
H 4.11507 -1.45844 -1.39710 0.214
H 3.24494 -2.51446 1.00148 0.212
C 4.31768 -0.78092 -0.57528 -0.600
O 0.54154 4.77809 1.91240 -0.945
H 4.71040 0.16728 -0.93368 0.206
H -0.90243 1.30102 -4.42991 0.218
H 0.02291 -1.73533 1.96301 0.172
H 3.34904 1.57116 -0.08194 0.226
S -2.30049 0.77872 -2.54062 0.250
H 0.47188 0.09560 0.57570 0.228
H -1.96989 -3.99065 -2.97181 0.233
F -3.05724 -3.38017 0.74380 -0.312
C -2.64126 -0.92536 -2.67255 0.262
H -5.10035 1.36474 -5.03165 0.576
H 2.19844 -0.72540 -0.34136 0.187
H 1.83521 2.23634 -1.49500 0.227
N -3.82017 -1.43488 -2.57990 -0.325
H 3.96498 1.00707 1.45382 0.241
H 3.93166 -1.35662 2.09762 0.218
F -1.98297 -5.21740 1.11077 -0.329
N -3.67526 -2.78643 -2.68865 -0.259
H -0.39441 2.32778 3.94124 0.267
H -1.54779 0.19427 3.60417 0.227
O -1.71623 -1.87230 -2.87347 -0.418
F -0.93277 -3.55029 0.23550 -0.340
```



DFT (wB97M-V/def2-TZVPD) results for a molecular structure, C5H4Br2F9O9S3Ti.

Highest occupied orbital energy (spin up / spin down) = -0.34 / -4.15 eV
Total charge = -2
2S+1 = 4
⟨S²⟩ = 3.7566
ΔE to the lowest compared entry with this formula, charge and spin = 0.0 kcal per mole
Frontier orbital gap (spin up / spin down) = 0.1728 / 0.3092 hartree

Geometry as XYZ:
```
33
Properties=species:S:1:pos:R:3:nbo_charge:R:1
C -4.33143 1.88999 0.32041 0.721
H 0.66239 -3.19074 -3.40842 0.182
S -3.05523 1.01370 1.44163 2.306
F 2.62089 2.05380 -2.70992 -0.312
Br 0.08215 -3.24100 -0.82427 -0.399
C 1.82438 -1.22716 3.85673 0.722
O -2.62453 -0.20444 0.70686 -1.054
O 1.27782 2.45122 -0.03421 -0.930
H 3.25910 -3.30460 -1.71961 0.205
S 0.35029 2.38798 -1.14749 2.332
O -2.00004 1.99094 1.60930 -0.945
H 3.12932 -3.13720 -3.43857 0.200
O -0.55197 3.51021 -1.19630 -0.953
F 2.83076 -1.23062 3.00169 -0.307
O -0.74065 -0.19557 4.20856 -0.935
H 1.28791 -4.70458 -2.73761 0.186
O 1.04185 1.22188 3.29449 -0.955
F 1.32664 -2.45400 4.11181 -0.334
F -4.25762 1.38012 -0.91801 -0.327
F -5.54689 1.40986 0.74288 -0.357
Br 2.36905 -1.00116 -2.32294 -0.023
O 0.12307 -0.56644 1.94328 -1.082
F 0.71357 1.98174 -3.80378 -0.327
C 2.59456 -2.95233 -2.50772 -0.451
C 1.24702 -3.62456 -2.59626 -0.571
Ti -0.64192 -0.81657 -0.18850 1.377
C 1.38223 2.49737 -2.77676 0.715
F 1.44655 3.81835 -3.09520 -0.348
O -3.75147 0.74281 2.69542 -0.950
S 0.40331 -0.08450 3.32944 2.319
F -4.34463 3.20059 0.41327 -0.296
F 2.23839 -0.73219 5.02629 -0.335
O -0.36487 1.11712 -1.27649 -1.074
```